One molecule with the formula C8H11NO at a distorted geometry, computed with ωB97M-V/def2-TZVPD.

Atoms and positions in Å:
C1 3.330 0.957 1.403
C2 2.726 0.224 0.455
N1 1.326 0.093 0.381
C3 0.338 0.539 1.348
C4 -1.052 0.208 0.726
C5 -0.688 -0.363 -0.630
C6 -1.573 -0.757 -1.646
C7 -3.072 -0.676 -1.550
C8 0.759 -0.452 -0.755
O1 1.375 -1.018 -1.637
H1 4.400 1.069 1.485
H2 2.776 1.400 2.189
H3 3.361 -0.267 -0.289
H4 0.398 1.629 1.538
H5 0.463 -0.017 2.244
H6 -1.665 -0.448 1.345
H7 -1.627 1.099 0.542
H8 -1.167 -1.163 -2.576
H9 -3.395 -0.462 -0.535
H10 -3.465 0.068 -2.249
H11 -3.546 -1.663 -1.788

Properties
* energy relative to the best compared isomer or geometry (same formula, charge and spin): 112.5 kJ/mol
* LUMO: 0.0211 Eh
* E: -441.404729 hartree
* frontier orbital gap: 9.10 eV
* SMILES: C=CN1CC/C(=C\C)C1=O